(1)
ORCA calculation (wB97M-V/def2-TZVPD) on a cluster of 6 separate species, C37H46IN8O10P2 in total.

Computed properties:
* charge: +1
* LUMO level: -3.33 eV
* HOMO: -11.243 eV
* total energy: -3607.58733 hartree

CARTESIAN COORDINATES (ANGSTROEM)
I -5.93 -3.73 -5.69
P -3.19 -1.95 -4.93
P -2.72 -1.61 -7.07
O 5.35 7.90 -1.60
O 6.64 6.94 -3.02
O 0.66 -6.39 5.18
O 0.48 -0.70 0.04
O 2.29 5.18 3.98
O 1.17 -5.24 6.91
O 1.76 -1.64 -1.41
O 1.26 5.07 2.10
O -1.71 3.59 -0.14
O -1.41 2.80 -2.11
N 1.21 -1.59 -0.33
N 0.36 -5.78 6.19
N -1.14 3.58 -1.21
N -0.29 -3.50 -3.26
N -1.12 -1.56 -7.21
N -0.88 -0.65 -4.06
N 6.08 7.00 -1.95
N 1.41 4.75 3.27
C -0.07 4.54 -1.43
C 0.62 3.43 5.19
C -4.92 -2.32 -2.21
C 0.48 3.78 3.85
C 6.28 5.90 -1.01
C -2.76 -4.87 8.00
C -1.42 -4.97 7.68
C -1.99 -6.33 5.76
C -1.41 2.34 3.62
C -1.74 -3.76 -3.17
C 1.03 -3.77 2.69
C 1.62 5.45 -2.87
C -0.41 0.24 -2.97
C 6.64 3.81 0.76
C 5.62 5.92 0.21
C 1.33 6.31 -0.64
C -1.29 1.99 4.96
C 0.29 5.41 -0.42
C -2.36 -0.53 -4.04
C -0.52 3.24 3.06
C 0.81 -2.70 1.83
C -3.72 -5.50 7.21
C 5.80 4.86 1.10
C 1.45 -2.70 0.60
C -0.28 2.53 5.74
C 2.30 -3.73 0.22
C -2.49 -3.63 -4.54
C -5.05 -1.93 -4.81
C -1.05 -5.70 6.55
C 1.99 6.32 -1.86
C 0.58 4.55 -2.66
C -5.63 -1.61 -3.40
C 1.87 -4.81 2.32
C 7.30 3.80 -0.46
C 2.50 -4.79 1.09
C -3.34 -6.22 6.09
C 7.13 4.85 -1.35
H -0.62 -0.22 -4.94
H 0.53 -3.79 3.66
H -0.19 2.25 6.78
H -2.75 -0.35 -3.03
H -2.61 0.38 -4.63
H -0.83 -0.04 -1.99
H -0.04 -3.20 -4.20
H -5.70 -0.52 -3.26
H -0.22 5.41 0.53
H 0.16 -1.90 2.13
H -5.38 -1.12 -5.48
H -3.24 -0.35 -7.46
H 0.30 3.87 -3.45
H -1.75 -3.86 -5.33
H -3.93 -1.87 -2.04
H 2.03 -5.64 3.00
H 4.97 6.74 0.48
H -0.07 -2.77 -2.60
H -3.25 -4.43 -4.59
H 7.95 2.98 -0.72
H 1.62 6.99 0.15
H -0.68 -4.49 8.30
H -3.28 -2.70 -7.81
H -2.21 1.92 3.02
H -0.83 -2.31 -7.84
H 1.41 3.84 5.80
H -2.20 -3.19 -2.34
H -1.70 -6.89 4.88
H -1.83 -4.82 -2.88
H -5.51 -2.08 -1.31
H -0.69 1.31 -3.15
H 2.13 5.46 -3.82
H 5.28 4.86 2.05
H 2.81 7.02 -2.02
H 3.16 -5.60 0.80
H -4.08 -6.71 5.48
H 6.77 2.98 1.45
H -4.90 -3.40 -2.36
H 7.64 4.84 -2.30
H 0.69 0.17 -2.96
H -6.68 -1.96 -3.39
H -2.00 1.29 5.40
H 2.79 -3.72 -0.75
H -0.63 3.51 2.02
H -4.77 -5.41 7.47
H -3.07 -4.31 8.88

These are the Mulliken partial charges, in e, on atoms 1 to 6: 0.1965 0.7937 0.0570 -0.6141 -0.6110 -0.6014

---

(2)
ORCA calculation (wB97M-V/def2-TZVPD) on a structure of composition C29H24N13OS4Sr.

Computed properties:
* charge: +1
* LUMO level: -3.14 eV
* HOMO: -8.986 eV
* relative energy (zero: lowest compared OMol25 entry of this formula, charge and spin): 136.1 kJ/mol
* total energy: -3529.98658 hartree

CARTESIAN COORDINATES (ANGSTROEM)
Sr -0.19 -0.22 -1.24
S -3.28 2.79 5.43
S 6.22 0.93 1.34
S 4.08 -0.69 0.00
S 1.31 -1.95 0.31
O 0.84 0.59 -3.01
N -4.45 1.01 -4.89
N -2.65 0.46 -3.51
N -0.86 1.86 -0.03
N -2.52 3.53 4.21
N -0.41 -2.35 -2.81
N -2.54 0.06 -2.25
N 3.91 -0.01 2.42
N -4.68 0.41 -2.64
N -3.93 0.65 -3.69
N 2.72 -0.65 2.16
N -1.71 -0.62 0.70
N -3.32 1.29 4.85
N 1.51 -0.92 -4.54
C -3.78 0.03 -1.75
C -1.14 4.07 1.63
C -2.73 1.31 3.67
C 2.97 1.02 4.39
C -1.61 2.82 2.04
C 2.63 -1.08 0.96
C -2.94 -1.12 3.14
C 3.08 1.47 5.69
C -0.54 4.20 0.40
C -1.45 1.73 1.17
C 0.73 -4.24 -3.71
C -0.43 3.06 -0.40
C -1.48 -3.13 -2.61
C -2.27 2.60 3.30
C 5.39 0.82 5.73
C -2.54 0.18 2.80
C -1.51 -4.47 -2.92
C -0.37 -5.05 -3.47
C 5.29 0.37 4.42
C 4.29 1.37 6.37
C 1.85 -1.98 -3.60
C -2.08 -1.84 1.05
C 4.08 0.48 3.75
C -2.70 -2.14 2.25
C 0.97 0.24 -4.20
C 0.48 1.10 -5.33
C 0.68 -2.90 -3.36
C 4.79 0.12 1.38
C -1.91 0.39 1.56
H 2.70 -2.54 -3.98
H 1.63 -4.66 -4.15
H 2.21 1.88 6.18
H 2.15 -1.52 -2.65
H 6.33 0.72 6.25
H -0.35 -6.10 -3.72
H -1.25 4.92 2.30
H -5.38 1.40 -4.77
H -3.43 -1.29 4.09
H -2.39 -5.06 -2.72
H -0.17 5.15 0.04
H -2.98 -3.16 2.48
H 1.56 -1.15 -5.52
H 6.15 -0.07 3.94
H -0.57 0.83 -5.51
H 2.03 1.07 3.86
H -4.03 -0.25 -0.74
H 0.03 3.12 -1.38
H -3.82 1.57 -5.43
H 1.05 0.96 -6.24
H -2.34 -2.64 -2.17
H -1.85 -2.63 0.34
H 4.37 1.72 7.39
H 0.52 2.15 -5.04

These are the Mulliken partial charges, in e, on atoms 1 to 6: 2.0326 0.1741 -0.3251 -0.1431 -0.2771 -0.9744